{"formula": "C20H50N2O7", "method": "ωB97M-V/def2-TZVPD", "species": ["C", "C", "C", "C", "C", "C", "C", "C", "C", "N", "O", "H", "H", "H", "H", "H", "H", "H", "H", "H", "H", "H", "H", "H", "H", "H", "H", "H", "H", "H", "C", "C", "C", "C", "C", "C", "C", "C", "C", "N", "O", "H", "H", "H", "H", "H", "H", "H", "H", "H", "H", "H", "H", "H", "H", "H", "H", "H", "H", "H", "O", "C", "C", "O", "H", "H", "H", "H", "H", "H", "O", "H", "H", "O", "H", "H", "O", "H", "H"], "coordinates": [[4.235, -1.978, -2.743], [5.428, -2.907, -3.086], [5.563, -3.144, -4.577], [6.698, -2.210, -2.637], [7.017, -2.274, -1.164], [7.132, -3.701, -0.786], [5.868, -4.519, -1.042], [6.233, -6.012, -1.099], [4.906, -4.170, 0.135], [5.345, -4.271, -2.423], [4.224, -5.050, -2.725], [3.227, -2.389, -2.807], [4.308, -1.617, -1.717], [4.232, -1.176, -3.481], [4.698, -3.645, -5.011], [5.632, -2.155, -5.028], [6.436, -3.756, -4.806], [7.669, -2.446, -3.071], [6.470, -1.178, -2.906], [7.974, -1.820, -0.909], [6.352, -1.636, -0.582], [7.458, -3.769, 0.252], [7.952, -4.080, -1.396], [6.708, -6.367, -0.184], [6.915, -6.294, -1.901], [5.437, -6.722, -1.327], [4.544, -3.145, 0.049], [5.297, -4.274, 1.147], [4.019, -4.802, 0.080], [3.622, -4.717, -2.055], [-5.308, 5.282, 0.190], [-4.067, 4.876, 1.039], [-2.964, 4.595, -0.003], [-3.579, 5.996, 1.917], [-4.299, 6.173, 3.239], [-4.226, 4.851, 3.986], [-4.853, 3.671, 3.172], [-4.492, 2.420, 4.030], [-6.388, 3.746, 3.207], [-4.276, 3.621, 1.844], [-4.669, 2.586, 1.070], [-5.361, 4.848, -0.809], [-6.250, 5.018, 0.670], [-5.306, 6.350, -0.026], [-3.139, 3.726, -0.636], [-2.936, 5.389, -0.749], [-1.995, 4.396, 0.456], [-2.493, 6.050, 1.991], [-3.723, 6.889, 1.309], [-3.713, 6.902, 3.799], [-5.325, 6.509, 3.088], [-4.672, 5.138, 4.938], [-3.199, 4.550, 4.194], [-3.427, 2.347, 4.252], [-4.756, 1.476, 3.554], [-5.027, 2.480, 4.977], [-6.873, 2.775, 3.103], [-6.950, 4.367, 2.509], [-6.718, 4.233, 4.124], [-5.598, 2.754, 0.893], [-4.468, -3.579, -5.363], [-4.722, -4.437, -4.213], [-4.122, -3.864, -2.873], [-2.704, -4.003, -3.015], [-3.596, -3.825, -5.683], [-5.809, -4.482, -4.147], [-4.362, -5.465, -4.242], [-4.532, -4.405, -2.020], [-4.333, -2.818, -2.651], [-2.391, -3.639, -3.846], [1.606, 4.120, 4.658], [1.265, 3.774, 3.834], [1.759, 5.049, 4.483], [-0.468, 0.222, 1.051], [-1.282, 0.726, 1.039], [-0.635, -0.517, 0.467], [1.494, -0.521, 5.063], [1.543, 0.352, 5.455], [0.740, -0.478, 4.476]], "smiles": "CC1(C)CCCC(C)(C)N1O.CC1(C)CCCC(C)(C)N1O.OCCO.O.O.O", "e_above_lowest_kcal_mol": 31.21, "total_energy_ha": -1428.03408, "orbital_gap_ha": 0.3038, "charge": 0}

=====

{"formula": "C40H48CuN7S", "method": "ωB97M-V/def2-TZVPD", "species": ["Cu", "C", "N", "C", "C", "C", "C", "C", "C", "N", "C", "C", "C", "C", "C", "C", "N", "C", "C", "C", "C", "C", "N", "H", "H", "H", "H", "H", "H", "H", "H", "H", "H", "H", "H", "H", "H", "H", "H", "H", "H", "C", "N", "C", "C", "N", "C", "S", "H", "H", "H", "H", "H", "H", "C", "C", "C", "C", "C", "C", "C", "C", "N", "C", "C", "C", "C", "C", "C", "C", "C", "C", "C", "H", "H", "H", "H", "H", "H", "H", "H", "H", "H", "H", "H", "H", "H", "H", "H", "H", "H", "H", "H", "H", "H", "H", "H"], "coordinates": [[0.909, 0.769, 0.104], [1.744, 3.677, 0.749], [0.652, 3.051, 0.009], [0.647, 3.527, -1.372], [-0.194, 2.642, -2.255], [-0.940, 3.140, -3.311], [-1.630, 2.246, -4.116], [-1.569, 0.895, -3.820], [-0.826, 0.496, -2.721], [-0.141, 1.344, -1.961], [-0.637, 3.261, 0.668], [-0.689, 2.551, 2.000], [-1.501, 2.999, 3.034], [-1.512, 2.296, 4.227], [-0.708, 1.173, 4.355], [0.068, 0.797, 3.273], [0.078, 1.468, 2.122], [3.052, 2.954, 0.561], [4.224, 3.664, 0.340], [5.429, 2.982, 0.283], [5.419, 1.610, 0.458], [4.200, 0.982, 0.651], [3.032, 1.622, 0.690], [1.863, 4.733, 0.471], [1.505, 3.657, 1.814], [0.316, 4.572, -1.448], [1.683, 3.486, -1.722], [-0.972, 4.205, -3.499], [-2.218, 2.601, -4.952], [-2.110, 0.164, -4.403], [-0.791, -0.544, -2.420], [-0.852, 4.331, 0.802], [-1.424, 2.845, 0.029], [-2.100, 3.891, 2.903], [-2.132, 2.625, 5.051], [-0.677, 0.602, 5.272], [0.706, -0.079, 3.318], [4.187, 4.739, 0.222], [6.355, 3.513, 0.110], [6.330, 1.029, 0.439], [4.157, -0.092, 0.782], [-5.219, 3.077, 0.955], [-5.633, 1.717, 0.687], [-6.763, 1.092, 1.196], [-6.773, -0.167, 0.725], [-5.645, -0.300, -0.064], [-4.933, 0.855, -0.093], [-3.489, 1.114, -0.902], [-6.094, 3.672, 1.206], [-4.741, 3.477, 0.064], [-4.507, 3.106, 1.782], [-7.456, 1.606, 1.836], [-7.477, -0.966, 0.871], [-5.342, -1.118, -0.562], [-1.327, -5.208, 2.070], [-1.333, -3.745, 1.715], [-2.325, -2.898, 2.207], [-2.342, -1.540, 1.887], [-3.386, -0.621, 2.459], [-1.355, -1.048, 1.058], [-0.302, -1.855, 0.560], [-0.337, -3.230, 0.905], [0.645, -1.210, -0.186], [1.670, -1.954, -0.940], [2.701, -2.605, 0.008], [3.802, -3.298, -0.802], [4.542, -2.269, -1.658], [3.550, -1.607, -2.616], [2.946, -2.667, -3.537], [2.199, -3.694, -2.688], [3.171, -4.358, -1.708], [1.076, -3.003, -1.905], [2.431, -0.939, -1.812], [-2.181, -5.467, 2.695], [-0.420, -5.475, 2.615], [-1.365, -5.829, 1.174], [-3.094, -3.306, 2.854], [-4.369, -1.093, 2.485], [-3.449, 0.293, 1.870], [-3.129, -0.341, 3.484], [-1.391, -0.015, 0.743], [0.427, -3.908, 0.564], [2.236, -3.323, 0.680], [3.124, -1.822, 0.643], [4.500, -3.776, -0.110], [5.343, -2.755, -2.222], [5.012, -1.514, -1.019], [4.059, -0.844, -3.211], [3.734, -3.157, -4.117], [2.261, -2.200, -4.251], [1.755, -4.455, -3.334], [3.951, -4.887, -2.261], [2.645, -5.105, -1.103], [0.488, -3.755, -1.384], [0.397, -2.498, -2.598], [1.728, -0.442, -2.484], [2.853, -0.165, -1.166]], "e_above_lowest_kcal_mol": 0.00, "total_energy_ha": -3974.89809, "orbital_gap_ha": [0.3012, 0.2293], "multiplicity": 2, "charge": 1}